Entry 1:
Here is a cluster of 3 separate species, C23H48F3N3O4Si4 in total from OMol25. Energies are from ωB97M-V with the def2-TZVPD basis set.

Each line ends with the Löwdin charge.
Cartesian coordinates (Å):
C 5.967 6.829 -3.302  -0.031
C 6.092 6.073 -4.619  -0.385
O 5.166 6.588 -5.577  -0.040
C 6.020 4.529 -4.586  -0.060
C 5.257 3.791 -3.474  -0.387
C 5.954 3.874 -2.180  -0.161
N 6.417 4.084 -1.151  0.220
N 5.175 2.357 -3.905  0.179
C 6.042 1.556 -3.596  -0.292
O 6.807 0.733 -3.317  0.212
C 3.785 4.243 -3.280  -0.221
C 3.124 3.278 -2.384  -0.186
N 2.602 2.500 -1.722  0.213
C 3.000 4.254 -4.604  -0.124
C 1.536 4.667 -4.449  -0.052
C 1.334 6.012 -3.788  -0.617
F 0.271 6.655 -4.284  0.144
F 1.161 5.919 -2.464  0.149
F 2.393 6.842 -3.975  0.114
H 4.932 6.917 -2.969  0.073
H 6.318 7.849 -3.470  0.092
H 6.584 6.415 -2.509  0.075
H 7.080 6.317 -5.016  0.139
H 4.472 7.070 -5.114  0.071
H 5.556 4.210 -5.519  0.127
H 7.035 4.132 -4.615  0.133
H 3.743 5.195 -2.755  0.133
H 3.046 3.240 -5.002  0.132
H 3.474 4.908 -5.333  0.107
H 0.957 3.907 -3.928  0.134
H 1.111 4.766 -5.448  0.136
C -0.526 -1.777 2.446  -0.153
Si 0.271 -3.076 1.361  0.343
C 0.994 -4.416 2.448  -0.160
C -1.032 -3.830 0.261  -0.159
O 1.449 -2.395 0.437  -0.269
Si 2.870 -1.571 0.578  0.345
C 3.531 -1.184 -1.121  -0.166
C 4.124 -2.611 1.499  -0.163
C 2.601 0.028 1.506  -0.162
H 0.186 -1.377 3.170  0.028
H -1.366 -2.206 2.999  0.012
H -0.902 -0.947 1.844  0.039
H 1.531 -5.157 1.851  0.035
H 0.201 -4.930 2.995  0.032
H 1.693 -4.002 3.178  0.024
H -0.609 -4.606 -0.381  0.033
H -1.494 -3.077 -0.380  0.033
H -1.815 -4.284 0.872  0.022
H 3.714 -2.096 -1.693  0.032
H 4.475 -0.641 -1.036  0.028
H 2.832 -0.561 -1.681  0.021
H 3.819 -2.782 2.533  0.023
H 5.094 -2.109 1.513  0.033
H 4.253 -3.585 1.021  0.034
H 2.301 -0.156 2.541  0.022
H 1.827 0.631 1.028  0.032
H 3.522 0.615 1.522  0.034
C -4.081 -3.633 3.864  -0.159
Si -5.316 -2.281 3.477  0.345
C -5.973 -1.581 5.082  -0.161
C -4.451 -0.923 2.537  -0.162
O -6.551 -2.884 2.570  -0.270
Si -7.740 -4.022 2.626  0.343
C -8.708 -3.968 1.034  -0.165
C -8.892 -3.680 4.059  -0.163
C -6.993 -5.725 2.834  -0.162
H -4.521 -4.404 4.501  0.026
H -3.217 -3.218 4.387  0.027
H -3.729 -4.111 2.947  0.028
H -6.750 -0.837 4.896  0.036
H -5.169 -1.099 5.643  0.034
H -6.400 -2.364 5.713  0.024
H -5.135 -0.104 2.306  0.033
H -4.035 -1.296 1.599  0.031
H -3.630 -0.522 3.136  0.030
H -9.169 -2.990 0.884  0.033
H -9.502 -4.717 1.056  0.033
H -8.068 -4.176 0.174  0.033
H -8.380 -3.792 5.017  0.024
H -9.734 -4.375 4.045  0.033
H -9.290 -2.664 4.007  0.036
H -6.490 -5.824 3.798  0.024
H -6.262 -5.930 2.049  0.036
H -7.772 -6.489 2.781  0.033

Values from the calculation:
Orbital gap: 10.2 eV
Structure (SMILES): C[C@H](O)C[C@](C#N)(N=C=O)[C@H](C#N)CCC(F)(F)F.C[Si](C)(C)O[Si](C)(C)C.C[Si](C)(C)O[Si](C)(C)C
Charge: 0
Spin multiplicity: 1

***

Entry 2:
Here is an isolated molecule of C6H6ClNO2S from OMol25. Energies are from ωB97M-V with the def2-TZVPD basis set.

Each line ends with the natural charge from an NBO analysis.
Cartesian coordinates (Å):
C 1.728 1.375 0.051  -0.635
C 1.003 0.045 -0.081  -0.035
C 1.772 -1.175 -0.146  -0.635
C -0.381 0.091 -0.031  0.431
O -1.219 1.198 0.101  -0.478
C -2.641 0.941 0.099  0.069
S -3.734 2.114 -0.059  0.141
C -2.654 -0.555 0.027  0.552
O -3.557 -1.358 -0.142  -0.522
N -1.313 -0.933 0.043  -0.445
Cl -0.935 -2.569 -0.036  0.219
H 2.636 1.525 -0.471  0.222
H 2.233 1.524 1.011  0.220
H 1.150 2.180 0.000  0.227
H 2.587 -0.939 -0.750  0.221
H 1.239 -1.955 -0.491  0.227
H 2.086 -1.511 0.874  0.221

Values from the calculation:
Orbital gap (alpha / beta): 7.1 / 7.1 eV
Structure (SMILES): CC(C)=C1OC(=S)C(=O)N1Cl
Charge: 0
Spin multiplicity: 1

***

Entry 3:
Here is a cluster of 2 separate species, C2H7O in total from OMol25. Energies are from ωB97M-V with the def2-TZVPD basis set.

Each line ends with the natural charge from an NBO analysis.
Cartesian coordinates (Å):
O 1.579 2.897 0.746  -1.373
H 2.129 2.373 0.167  0.380
C -0.525 -1.395 -0.336  -0.619
C -0.456 0.053 0.114  -0.647
H -0.095 -1.412 -1.341  0.196
H -1.499 -1.884 -0.380  0.186
H 0.050 -2.103 0.266  0.192
H 0.209 0.202 0.967  0.244
H 0.012 0.750 -0.581  0.244
H -1.404 0.519 0.378  0.197

Values from the calculation:
Orbital gap: 5.9 eV
Charge: -1
Spin multiplicity: 1

***

Entry 4:
Here is an isolated molecule of C25H26N2O6 from OMol25. Energies are from ωB97M-V with the def2-TZVPD basis set.

Each line ends with the natural charge from an NBO analysis.
Cartesian coordinates (Å):
C -3.763 -4.748 1.159  -0.251
O -3.302 -3.808 0.220  -0.496
C -2.607 -2.725 0.665  0.255
C -2.299 -2.482 1.996  -0.288
C -1.594 -1.346 2.360  -0.200
C -1.189 -0.440 1.403  -0.232
C -1.493 -0.663 0.066  -0.079
C -1.038 0.312 -0.994  -0.078
C 0.429 0.642 -0.839  -0.135
C 1.405 -0.439 -0.968  0.492
O 1.101 -1.501 -1.488  -0.532
C 2.752 -0.197 -0.436  0.180
C 3.187 0.618 0.573  -0.241
C 4.574 0.355 0.728  -0.061
C 5.586 0.842 1.557  -0.205
C 6.854 0.332 1.399  -0.228
C 7.133 -0.646 0.438  -0.200
C 6.153 -1.145 -0.393  -0.237
C 4.872 -0.636 -0.234  0.276
O 3.765 -0.970 -0.920  -0.384
C 0.544 1.978 -0.682  0.283
O 1.592 2.790 -0.547  -0.639
C -0.807 2.598 -0.748  0.603
O -1.006 3.802 -0.673  -0.644
N -1.692 1.601 -0.905  -0.393
C -3.093 1.782 -1.181  -0.252
C -4.045 1.524 0.017  -0.217
N -4.177 2.555 1.015  -0.440
C -4.660 3.822 0.509  -0.419
C -3.029 2.733 1.877  -0.420
C -2.197 -1.800 -0.316  0.319
O -2.513 -1.968 -1.642  -0.535
C -1.887 -3.076 -2.275  -0.259
H -2.934 -5.221 1.696  0.178
H -4.295 -5.502 0.581  0.202
H -4.452 -4.293 1.878  0.179
H -2.605 -3.175 2.763  0.221
H -1.360 -1.178 3.400  0.216
H -0.628 0.440 1.680  0.217
H -1.238 -0.141 -1.973  0.249
H 2.599 1.307 1.141  0.239
H 5.372 1.598 2.296  0.216
H 7.657 0.691 2.025  0.215
H 8.143 -1.018 0.348  0.217
H 6.360 -1.900 -1.135  0.228
H 1.235 3.700 -0.541  0.511
H -3.221 2.810 -1.530  0.227
H -3.368 1.091 -1.981  0.213
H -3.738 0.603 0.518  0.209
H -5.041 1.362 -0.407  0.198
H -4.998 4.423 1.353  0.199
H -5.506 3.649 -0.154  0.195
H -3.890 4.394 -0.029  0.177
H -2.671 1.759 2.205  0.200
H -3.343 3.303 2.753  0.195
H -2.209 3.280 1.393  0.178
H -2.202 -4.020 -1.828  0.186
H -0.798 -2.981 -2.215  0.200
H -2.206 -3.038 -3.315  0.190

Values from the calculation:
Orbital gap: 7.6 eV
Structure (SMILES): COc1cccc([C@@H]2C(C(=O)c3cc4ccccc4o3)=C(O)C(=O)N2CCN(C)C)c1OC
Charge: 0
Spin multiplicity: 1

***

Relative energy (zero: lowest compared OMol25 entry of this formula, charge and spin) values (in kcal/mol) by entry order: 0.0 31.2 8.3 73.2.